C4H10O2 | ωB97M-V with the def2-TZVPD basis set

## Properties
SMILES string = C=CCO.CO
HOMO-LUMO gap = 10.7 eV
total charge = 0
E_HOMO = -0.363 Eh
spin multiplicity = 1
E_LUMO = 0.8210 eV

Last column: natural (NBO) charge in e.
Cartesian coordinates (Å):
C (-0.6791, 0.6595, 1.6012)  -0.3801
C (0.5020, 0.1430, 1.3201)  -0.1991
C (1.4782, 0.7340, 0.3675)  -0.1104
O (1.9829, -0.3160, -0.4523)  -0.7338
H (-1.0696, 1.5218, 1.0643)  0.1986
H (-1.2633, 0.2779, 2.4312)  0.2007
H (0.9007, -0.7034, 1.8695)  0.2008
H (2.3070, 1.1436, 0.9638)  0.1726
H (1.0180, 1.5462, -0.2085)  0.1847
H (2.7048, 0.0625, -0.9627)  0.4768
C (-1.6588, -0.9069, -1.2956)  -0.2463
O (-0.5045, -0.1932, -1.6675)  -0.7519
H (-2.5493, -0.4127, -1.7202)  0.1748
H (-1.6078, -1.9193, -1.6985)  0.1593
H (-1.8782, -0.9833, -0.2111)  0.1607
H (0.3170, -0.6538, -1.4011)  0.4924

---

C4H10O2 | ωB97M-V with the def2-TZVPD basis set

## Properties
SMILES string = O=CCO.CC
HOMO-LUMO gap = 10.4 eV
total charge = 0
E_HOMO = -0.355 Eh
spin multiplicity = 1
E_LUMO = 0.6824 eV

Last column: natural (NBO) charge in e.
Cartesian coordinates (Å):
O (0.8732, 1.6057, -1.5594)  -0.5224
C (0.9855, 0.4011, -1.3670)  0.3882
C (2.2276, -0.1923, -0.5702)  -0.1567
O (1.9160, -1.1285, 0.4380)  -0.7016
H (0.5084, -0.3504, -2.0157)  0.1261
H (2.8180, -0.7082, -1.3306)  0.1929
H (2.8547, 0.6050, -0.1597)  0.1792
H (1.6080, -0.6185, 1.2080)  0.4696
C (-1.2849, -0.4179, 0.2768)  -0.5783
C (-2.1929, 0.5197, 1.0354)  -0.6101
H (-1.0572, -1.3214, 0.8502)  0.2064
H (-1.7362, -0.7271, -0.6687)  0.2093
H (-0.2366, 0.0773, 0.1739)  0.1817
H (-1.7104, 0.8802, 1.9486)  0.2011
H (-3.1092, 0.0039, 1.3356)  0.2055
H (-2.4641, 1.3714, 0.4050)  0.2092

---

C4H10O2 | ωB97M-V with the def2-TZVPD basis set

## Properties
HOMO-LUMO gap = 8.5 eV
total charge = 0
E_HOMO = -0.289 Eh
spin multiplicity = 1
E_LUMO = 0.6205 eV

Last column: natural (NBO) charge in e.
Cartesian coordinates (Å):
C (-2.0401, -0.3135, -0.5156)  -0.6176
C (-1.2308, 0.0831, 0.7216)  -0.5431
C (-0.0328, -0.7296, 1.1178)  -0.1769
O (1.1060, -0.5667, -0.4927)  -0.6446
C (1.6770, 0.7435, -0.4334)  0.2169
O (2.9348, 0.7669, -1.0144)  -0.7044
H (-2.9260, 0.3191, -0.6475)  0.2058
H (-1.4277, -0.2325, -1.4210)  0.2021
H (-2.3747, -1.3547, -0.4383)  0.2034
H (-0.9995, 1.1583, 0.7070)  0.1948
H (-1.8516, -0.0488, 1.6278)  0.2466
H (-0.2814, -1.7728, 0.8245)  0.1013
H (1.7640, -1.1522, -0.0844)  0.5072
H (1.7884, 1.0306, 0.6148)  0.1836
H (0.9528, 1.3896, -0.9411)  0.1505
H (2.8358, 0.6435, -1.9675)  0.4745

---

C4H10O2 | ωB97M-V with the def2-TZVPD basis set

## Properties
SMILES string = C/C=C/CO.O
HOMO-LUMO gap = 9.9 eV
total charge = 0
E_HOMO = -0.335 Eh
spin multiplicity = 1
E_LUMO = 0.7821 eV

Last column: natural (NBO) charge in e.
Cartesian coordinates (Å):
C (-0.7970, 2.1985, 0.0022)  -0.6399
C (-0.8864, 0.8244, -0.5472)  -0.1752
C (-1.0376, -0.3688, 0.1136)  -0.2128
C (-1.3081, -1.6224, -0.6216)  -0.1256
O (-0.0367, -2.1404, -0.9364)  -0.7146
H (-0.4691, 2.2400, 1.0908)  0.2152
H (-0.1018, 2.7879, -0.6198)  0.2204
H (-1.7558, 2.5810, -0.0121)  0.2180
H (-1.2540, 0.7727, -1.5381)  0.1844
H (-1.2160, -0.4116, 1.2905)  0.2071
H (-2.0516, -1.6060, -1.5649)  0.1555
H (-1.6558, -2.5769, -0.1500)  0.2059
H (0.3662, -1.5566, -1.6390)  0.4611
O (3.1835, 0.9255, 1.6171)  -0.9592
H (2.8775, 0.4258, 2.4714)  0.4803
H (4.2605, 0.8727, 1.5440)  0.4794

---

C4H10O2S2 | ωB97M-V with the def2-TZVPD basis set

## Properties
SMILES string = C[C@@H](O)[C@H](S)[C@H](O)S
HOMO-LUMO gap = 9.4 eV
total charge = 0
E_HOMO = -0.323 Eh
spin multiplicity = 1
E_LUMO = 0.5764 eV

Last column: natural (NBO) charge in e.
Cartesian coordinates (Å):
C (1.6571, 1.1052, 0.4973)  -0.6325
C (0.9501, 0.0949, -0.3820)  0.0115
O (1.8565, -0.9135, -0.8606)  -0.7060
C (-0.0858, -0.6580, 0.4555)  -0.3598
S (-0.4978, -2.2768, -0.2944)  -0.0535
C (-1.5906, 0.4560, 0.4906)  -0.0428
O (-2.5159, -0.1746, 1.2608)  -0.6868
S (-1.9692, 0.9176, -1.1441)  0.0020
H (1.0487, 1.9467, 0.8953)  0.2160
H (2.0523, 0.5480, 1.3409)  0.2233
H (2.3350, 1.6298, -0.0814)  0.2090
H (0.4035, 0.4993, -1.1909)  0.1868
H (2.3539, -0.3241, -1.3992)  0.4608
H (0.3544, -1.1091, 1.3492)  0.2249
H (-0.1322, -1.7115, -1.4684)  0.1428
H (-1.1675, 1.3298, 1.0762)  0.2051
H (-2.6116, -0.9992, 0.7864)  0.4711
H (-2.4409, -0.3605, -1.3313)  0.1281

---

C4H10O2Si2 | ωB97M-V with the def2-TZVPD basis set

## Properties
HOMO-LUMO gap (spin up / spin down) = 7.4 / 7.4 eV
total charge = 0
E_HOMO (spin up / spin down) = -0.278 / -0.278 Eh
spin multiplicity = 1
E_LUMO (spin up / spin down) = -0.1251 / -0.1244 eV

Last column: natural (NBO) charge in e.
Cartesian coordinates (Å):
C (-2.7064, 0.4607, 0.0040)  -0.5434
C (-1.6939, 0.4845, 0.8230)  -0.0363
C (0.3252, 1.2145, -0.3703)  0.2701
C (-1.4914, -0.1071, 2.1498)  -0.7257
O (0.5799, 2.3617, -0.5040)  -0.4741
O (0.1546, -1.5191, -0.7579)  -1.0903
Si (3.1152, -0.4146, -1.7708)  0.3972
Si (1.2481, -0.4037, -0.3070)  1.1309
H (-3.7225, 0.2668, 0.4082)  0.1838
H (-2.6934, 0.6699, -1.0849)  0.2095
H (-0.5525, -0.6747, 1.8877)  0.2481
H (-1.0077, 0.7286, 2.7980)  0.2269
H (-2.4324, -0.5412, 2.5503)  0.2277
H (-0.7359, -1.2041, -0.6897)  0.5165
H (2.3296, -0.4603, -3.1055)  -0.1079
H (3.8026, 0.8935, -1.7539)  -0.1210
H (4.0631, -1.3612, -1.5423)  -0.1444
H (1.4177, -0.3941, 1.2652)  -0.1676

---

C4H10O3 | ωB97M-V with the def2-TZVPD basis set

## Properties
⟨S²⟩ = 0.76
HOMO-LUMO gap (spin up / spin down) = 3.5 / 5.8 eV
total charge = -1
E_HOMO (spin up / spin down) = -0.008 / -0.095 Eh
spin multiplicity = 2
E_LUMO (spin up / spin down) = 3.3041 / 3.2568 eV

Last column: Mulliken spin population.
Cartesian coordinates (Å):
C (-2.1757, -0.9264, 0.5048)  0.1504
C (-1.4318, -0.3189, -0.4356)  0.2335
O (-0.1351, -0.8894, -0.6174)  -0.0657
C (-1.6476, 0.8061, -1.3082)  0.1364
C (-0.7161, 1.8829, -1.4045)  0.4617
H (-1.6853, -1.7380, 1.0510)  0.0118
H (-3.2419, -0.8596, 0.6127)  -0.0013
H (0.5608, -0.2423, -0.7833)  -0.0220
H (-2.5676, 0.8632, -1.9021)  -0.0091
H (0.2834, 1.6128, -1.7895)  0.0866
H (-1.0336, 2.8242, -1.9057)  0.0133
H (1.2259, -0.8004, 1.7779)  -0.0047
H (1.4678, -2.1220, 2.5342)  -0.0017
O (1.6111, -1.1753, 2.5854)  0.0061
H (2.8149, -0.0089, 0.9411)  -0.0051
H (3.7640, 0.7589, 0.0857)  -0.0004
O (2.9068, 0.3332, 0.0537)  0.0102

---

C4H10O3 | ωB97M-V with the def2-TZVPD basis set

## Properties
HOMO-LUMO gap = 11.5 eV
total charge = 0
E_HOMO = -0.404 Eh
spin multiplicity = 1
E_LUMO = 0.4948 eV

Last column: natural (NBO) charge in e.
Cartesian coordinates (Å):
O (-0.1948, 0.7090, -2.4850)  -0.6119
C (0.0753, 1.2294, -1.4226)  0.7988
O (0.6434, 2.1813, -1.0267)  -0.5952
C (-0.2947, 0.0319, -0.0732)  -0.6031
C (-0.0027, -1.4071, -0.4412)  -0.4127
C (0.1301, -2.3473, 0.7352)  -0.6156
H (-0.9207, 0.4792, -1.0801)  0.4100
H (-1.2520, 0.1756, 0.4585)  0.2551
H (0.4045, 0.4997, 0.6082)  0.2993
H (-0.7432, -1.7566, -1.1548)  0.2222
H (0.9390, -1.4085, -0.9950)  0.2202
H (-0.8055, -2.4480, 1.2961)  0.2070
H (0.9279, -2.2456, 1.4689)  0.2217
H (0.2639, -3.3643, 0.3509)  0.2221
H (0.6294, 2.8270, 0.6688)  0.4860
H (-0.3357, 3.6255, 1.5379)  0.4606
O (0.5358, 3.2189, 1.5541)  -0.9644

---

C4H10O3 | ωB97M-V with the def2-TZVPD basis set

## Properties
SMILES string = O=CCCCO.O
HOMO-LUMO gap = 10.4 eV
total charge = 0
E_HOMO = -0.364 Eh
spin multiplicity = 1
E_LUMO = 0.4493 eV

Last column: natural (NBO) charge in e.
Cartesian coordinates (Å):
O (-1.7128, -1.5796, -2.8053)  -0.5078
C (-0.9117, -1.1518, -2.0259)  0.4449
C (-1.0704, -1.2441, -0.5231)  -0.5228
C (0.2021, -1.5765, 0.2581)  -0.4152
C (1.4989, -0.9624, -0.3042)  -0.0639
O (2.4616, -0.9806, 0.7367)  -0.7186
H (0.0073, -0.6390, -2.3529)  0.0979
H (-1.5246, -0.3067, -0.1749)  0.2331
H (-1.8373, -1.9856, -0.2899)  0.2355
H (0.3314, -2.6457, 0.4135)  0.2129
H (0.1623, -1.1016, 1.2284)  0.2205
H (1.2713, 0.0708, -0.6053)  0.1520
H (1.8467, -1.5318, -1.1745)  0.1611
H (3.2284, -0.4814, 0.4309)  0.4704
O (-1.6705, 5.5288, 2.4294)  -0.9372
H (-0.8283, 5.9781, 2.5371)  0.4689
H (-1.4544, 4.6092, 2.2220)  0.4683

---

C4H10OS | ωB97M-V with the def2-TZVPD basis set

## Properties
SMILES string = CC=O.CCS
HOMO-LUMO gap = 10.0 eV
total charge = 0
E_HOMO = -0.338 Eh
spin multiplicity = 1
E_LUMO = 0.8226 eV

Last column: natural (NBO) charge in e.
Cartesian coordinates (Å):
C (0.4534, -2.5256, -1.3466)  -0.7499
C (0.4504, -3.4266, -0.1639)  0.4195
O (-0.5608, -3.8607, 0.3315)  -0.5251
H (-0.0241, -1.5586, -1.1121)  0.2590
H (-0.2752, -2.7848, -2.1213)  0.2525
H (1.4401, -2.5283, -1.8017)  0.2239
H (1.3715, -3.8867, 0.2736)  0.1168
C (-0.0002, 3.2860, 0.8991)  -0.6234
C (-0.1683, 1.7793, 0.6867)  -0.4960
S (-1.5256, 1.3351, -0.5079)  -0.0649
H (-0.6743, 3.7758, 1.6147)  0.2110
H (-0.1541, 3.7677, -0.0547)  0.2067
H (0.9409, 3.6269, 1.3293)  0.2170
H (0.7067, 1.4671, 0.1331)  0.2052
H (-0.2094, 1.3100, 1.6670)  0.2191
H (-1.7711, 0.2237, 0.1730)  0.1286

---

C4H10OS | ωB97M-V with the def2-TZVPD basis set

## Properties
SMILES string = OCCCCS
HOMO-LUMO gap = 10.1 eV
total charge = 0
E_HOMO = -0.336 Eh
spin multiplicity = 1
E_LUMO = 0.9301 eV

Last column: natural (NBO) charge in e.
Cartesian coordinates (Å):
O (2.6999, 0.7133, -0.6748)  -0.7182
C (1.3781, 0.2872, -0.8620)  -0.0480
C (0.3568, 1.0012, 0.0264)  -0.4270
C (-0.9843, 0.2659, 0.0097)  -0.4093
C (-0.9679, -0.9024, 0.9864)  -0.5213
S (-2.4432, -1.9323, 1.0308)  -0.0291
H (2.7926, 1.6656, -0.7024)  0.4660
H (1.0671, 0.4167, -1.9082)  0.1518
H (1.3738, -0.7745, -0.6358)  0.1707
H (0.2595, 2.0211, -0.3292)  0.2017
H (0.7146, 1.0142, 1.0536)  0.2025
H (-1.2037, -0.0794, -1.0028)  0.1999
H (-1.8224, 0.9109, 0.2797)  0.2154
H (-0.1005, -1.5299, 0.8673)  0.2115
H (-0.8510, -0.5075, 1.9886)  0.2189
H (-2.2694, -2.5701, -0.1273)  0.1147

---

C4H10OS | ωB97M-V with the def2-TZVPD basis set

## Properties
SMILES string = OCCCCS
HOMO-LUMO gap = 10.0 eV
total charge = 0
E_HOMO = -0.335 Eh
spin multiplicity = 1
E_LUMO = 0.8876 eV

Last column: natural (NBO) charge in e.
Cartesian coordinates (Å):
O (1.4916, -0.1022, -3.3888)  -0.7446
C (0.3361, -0.3177, -2.4249)  -0.0570
C (0.8174, -0.0288, -0.9929)  -0.4353
C (-0.3384, 0.2516, -0.0100)  -0.4030
C (0.0628, -0.0123, 1.4211)  -0.5161
S (-1.2248, 0.0339, 2.7162)  -0.0635
H (1.2971, 0.6924, -3.8823)  0.4661
H (0.0398, -1.4193, -2.4507)  0.1876
H (-0.5001, 0.4551, -2.8029)  0.1690
H (1.3001, -0.9447, -0.7642)  0.2095
H (1.3949, 0.9112, -0.9158)  0.2150
H (-0.7078, 1.2767, -0.0363)  0.2091
H (-1.2563, -0.3808, -0.3882)  0.1962
H (0.8628, 0.6344, 1.7250)  0.2205
H (0.5734, -1.0254, 1.4157)  0.2028
H (-0.6072, 0.7189, 3.7902)  0.1437

---

C4H10OS | ωB97M-V with the def2-TZVPD basis set

## Properties
HOMO-LUMO gap (spin up / spin down) = 6.6 / 6.6 eV
total charge = 0
E_HOMO (spin up / spin down) = -0.308 / -0.308 Eh
spin multiplicity = 1
E_LUMO (spin up / spin down) = -1.7807 / -1.7803 eV

Last column: natural (NBO) charge in e.
Cartesian coordinates (Å):
C (1.8979, 0.2390, 0.3280)  -0.6032
C (-0.9496, 0.8554, -1.1517)  -0.7156
C (0.6279, -0.5724, 0.3757)  -0.0658
C (-0.5969, 0.2140, 0.1860)  0.1632
O (0.6307, -1.1415, 1.7509)  -0.7023
S (-2.3627, -2.2008, 0.6059)  -0.5126
H (1.9042, 0.9592, 1.0756)  0.2196
H (2.0825, 0.6544, -0.6623)  0.2070
H (2.7727, -0.4571, 0.5370)  0.2417
H (-1.1066, 0.1409, -1.9730)  0.2665
H (-1.8582, 1.5066, -0.9750)  0.2406
H (-0.1005, 1.4366, -1.4077)  0.2383
H (0.7041, -1.3711, -0.3329)  0.2180
H (-1.2133, 0.4533, 1.1150)  0.2475
H (-0.2350, -1.4311, 1.7275)  0.4773
H (-3.3866, -1.5682, 0.4264)  0.0797

---

C4H10OS | ωB97M-V with the def2-TZVPD basis set

## Properties
SMILES string = CC=O.CCS
HOMO-LUMO gap = 9.8 eV
total charge = 0
E_HOMO = -0.329 Eh
spin multiplicity = 1
E_LUMO = 0.8228 eV

Last column: natural (NBO) charge in e.
Cartesian coordinates (Å):
C (-0.4195, 2.2390, -0.8774)  -0.7348
C (0.0652, 1.9524, 0.5641)  0.4512
O (0.9592, 1.1671, 0.7952)  -0.5413
H (0.3221, 1.9086, -1.5790)  0.2306
H (-1.3156, 1.5832, -0.7996)  0.2431
H (-0.4600, 3.3592, -1.1256)  0.2372
H (-0.3892, 2.6090, 1.3625)  0.1149
C (0.7218, -1.5930, -0.5273)  -0.6286
C (0.3027, -1.7354, 1.0052)  -0.4915
S (-1.5631, -1.6977, 1.2541)  -0.0966
H (-0.0129, -2.3508, -1.1148)  0.1931
H (0.5556, -0.7791, -1.2335)  0.2230
H (1.7953, -1.8854, -0.5547)  0.2186
H (0.7870, -0.8790, 1.4340)  0.2415
H (0.5433, -2.7451, 1.3693)  0.2215
H (-1.8918, -1.1528, 0.0277)  0.1181

---

C4H10OS | ωB97M-V with the def2-TZVPD basis set

## Properties
SMILES string = CC=O.CSC
HOMO-LUMO gap = 9.2 eV
total charge = 0
E_HOMO = -0.302 Eh
spin multiplicity = 1
E_LUMO = 0.9508 eV

Last column: natural (NBO) charge in e.
Cartesian coordinates (Å):
C (3.6638, -0.1032, -1.2480)  -0.7179
C (2.6006, -0.3260, -2.3307)  0.4374
O (1.4474, -0.0856, -2.0928)  -0.5292
H (3.2757, -0.6293, -0.3839)  0.2417
H (3.7177, 0.9724, -1.1028)  0.2406
H (4.6073, -0.4910, -1.6185)  0.2148
H (2.8289, -0.7873, -3.3016)  0.1138
C (-1.0474, -0.6747, 0.4098)  -0.7540
S (-2.4816, 0.1413, 1.1151)  0.1776
C (-1.7613, 0.9435, 2.5660)  -0.7498
H (-0.1824, -0.0061, 0.3868)  0.2207
H (-1.2795, -0.7835, -0.6470)  0.2415
H (-0.8503, -1.5522, 1.0138)  0.2131
H (-2.5959, 1.3269, 3.1510)  0.2303
H (-1.2880, 0.2575, 3.2783)  0.2072
H (-1.0206, 1.6726, 2.2547)  0.2122

---

C4H10OS | ωB97M-V with the def2-TZVPD basis set

## Properties
SMILES string = C=CO.CSC
HOMO-LUMO gap = 9.5 eV
total charge = 0
E_HOMO = -0.316 Eh
spin multiplicity = 1
E_LUMO = 0.8594 eV

Last column: natural (NBO) charge in e.
Cartesian coordinates (Å):
C (-2.3920, -0.8058, 1.6961)  -0.5324
C (-2.3842, -2.0413, 2.1718)  0.1576
O (-3.2920, -2.8514, 2.7816)  -0.7262
H (-1.6400, -0.2480, 1.0710)  0.2281
H (-3.2710, -0.1651, 1.5825)  0.1997
H (-1.5045, -2.6765, 2.3327)  0.1760
H (-3.9306, -2.5671, 3.4648)  0.4962
C (3.2208, 0.8238, -1.4312)  -0.7999
S (1.5545, 0.9115, -1.9515)  0.2540
C (1.1961, 2.5118, -1.2513)  -0.7913
H (3.4786, -0.2171, -1.3380)  0.2361
H (3.3663, 1.0105, -0.2987)  0.2173
H (4.0140, 1.4073, -1.9742)  0.2219
H (0.2332, 2.9763, -1.5133)  0.2355
H (1.0895, 2.3894, -0.0813)  0.2061
H (1.7845, 3.3871, -1.3871)  0.2214

---

Ordered F_max results: 0.014; 0.059; 0.007; 0.084; 0.113; 0.073; 0.038; 0.064; 0.022; 0.035; 0.015; 0.055; 0.097; 0.079; 0.035; 0.077; unit hartree/bohr.
Ordered energy relative to the best compared isomer or geometry (same formula, charge and spin) results: 184.73; 187.50; 434.96; 300.66; 274.02; 413.54; 142.15; 328.30; 148.85; 110.78; 21.62; 121.44; 335.25; 174.03; 82.06; 243.98; unit kJ/mol.
Ordered E_tot results: -8403.632; -8403.604; -8401.039; -8402.431; -30073.388; -24156.129; -10449.743; -10449.841; -10451.701; -17191.677; -17192.601; -17191.567; -17189.351; -17191.022; -17191.975; -17190.297; unit eV.